# 1
{"formula": "C9H20IO2P", "method": "wB97M-V/def2-TZVPD", "smiles": "CCCC[PH2](I)CCCOC(C)=O", "e_homo_ev": -8.5, "e_tot_ev": -31141.0924, "species": ["C", "C", "C", "C", "P", "I", "C", "C", "C", "O", "C", "C", "O", "H", "H", "H", "H", "H", "H", "H", "H", "H", "H", "H", "H", "H", "H", "H", "H", "H", "H", "H", "H"], "coordinates": [[3.7238, -0.4695, 0.9953], [2.8916, 0.6826, 0.3799], [1.4945, 0.1881, 0.0613], [0.6908, 1.0505, -0.9318], [-0.4101, 2.3115, -0.1550], [1.5060, 4.0289, 0.1441], [-2.0196, 1.2955, -0.3547], [-2.3641, 0.4466, 0.8770], [-3.0521, -0.8615, 0.5156], [-2.3962, -1.6080, -0.5152], [-1.2353, -2.1438, -0.1758], [-0.5461, -2.7998, -1.3311], [-0.7866, -2.1401, 0.9102], [4.2982, -0.1421, 1.8465], [3.0348, -1.2429, 1.3172], [4.3699, -0.9215, 0.2602], [2.8843, 1.4947, 1.0872], [3.3820, 0.9823, -0.5351], [1.6421, -0.7674, -0.4300], [0.9438, -0.0386, 0.9645], [1.3528, 1.5785, -1.6017], [0.1154, 0.3844, -1.5578], [-1.0294, 3.3343, -0.8955], [-0.5735, 2.2465, 1.2389], [-2.8256, 2.0159, -0.4582], [-2.0431, 0.7068, -1.2616], [-3.0896, 0.9771, 1.4762], [-1.4923, 0.2554, 1.4908], [-3.2285, -1.4468, 1.4088], [-4.0115, -0.5927, 0.1029], [0.0706, -3.6116, -0.9934], [0.0136, -2.0450, -1.8644], [-1.3106, -3.1483, -2.0153]], "forces_ev_per_angstrom": [[-0.80, 0.22, -0.22], [0.52, -0.82, 0.59], [0.25, 0.27, -0.53], [0.26, 0.23, 0.32], [-1.86, -1.54, -0.71], [0.69, 0.69, 0.22], [-0.15, 0.31, 0.72], [0.17, -0.44, -0.63], [-0.24, 0.69, 0.18], [-0.71, 0.48, -0.12], [0.18, -0.94, -1.89], [-0.94, 0.22, -0.43], [0.89, 0.29, 2.81], [0.30, 0.04, 0.21], [0.00, -0.27, 0.32], [0.36, -0.13, -0.21], [-0.08, 0.49, -0.06], [0.04, 0.50, -0.23], [-0.15, -0.35, -0.15], [-0.23, 0.01, 0.27], [0.37, 0.24, -0.07], [-0.62, 0.02, -0.03], [0.50, 0.06, 0.04], [0.40, 0.34, -0.07], [-0.10, 0.31, -0.18], [0.22, -0.18, -0.28], [-0.08, 0.24, 0.42], [0.23, -0.11, 0.19], [0.19, -0.43, 0.07], [-0.37, -0.20, -0.33], [0.35, -0.15, 0.12], [0.42, 0.13, -0.13], [0.00, -0.24, -0.24]]}

=====

# 2
{"formula": "C11H19CuNO8", "method": "wB97M-V/def2-TZVPD", "e_homo_ev": -0.7, "e_tot_ev": -74216.0592, "charge": -1, "species": ["Cu", "O", "C", "C", "O", "H", "H", "H", "H", "C", "N", "O", "O", "H", "H", "H", "O", "C", "O", "C", "C", "C", "H", "H", "H", "H", "H", "H", "O", "C", "O", "C", "C", "C", "H", "H", "H", "H", "H", "H"], "coordinates": [[1.1800, 1.4258, 1.4757], [5.2970, 4.8874, 0.9125], [4.0008, 4.6160, 0.5940], [3.4445, 3.1339, 0.6420], [3.4986, 2.2381, 1.7193], [3.8399, 5.0514, -0.3922], [3.3123, 5.2057, 1.1993], [3.9235, 2.5072, -0.1103], [2.4791, 3.0510, 0.1427], [-1.0533, -1.6043, 3.7453], [-0.8575, -0.1709, 3.9850], [-0.0913, 0.3888, 3.2259], [-1.5553, 0.3943, 4.8091], [-1.5379, -1.7060, 2.7742], [-1.5765, -2.0241, 4.6044], [-0.1235, -2.1447, 3.5678], [1.3806, -0.7624, 0.4823], [0.8845, -1.7281, -0.1733], [1.2623, -2.0226, -1.5390], [0.4307, -3.0324, -2.0508], [-0.7302, -3.1127, -1.0727], [-0.2693, -2.5670, 0.2517], [0.9938, -3.9656, -2.0379], [0.1303, -2.7724, -3.0658], [-1.1134, -4.1151, -0.8818], [-1.5258, -2.4585, -1.4291], [0.2396, -3.3736, 0.7796], [-0.9770, -2.0127, 0.8681], [-0.9908, 1.3228, 0.4058], [-1.5902, 0.9971, -0.5808], [-2.5727, 0.0617, -0.6069], [-3.1175, -0.2000, -1.8980], [-2.0507, 0.3312, -2.8645], [-1.3461, 1.3575, -2.0201], [-4.0490, 0.3610, -1.9734], [-3.3204, -1.2611, -2.0426], [-2.5031, 0.6712, -3.7960], [-1.3857, -0.5092, -3.0631], [-1.6647, 2.3532, -2.3287], [-0.2960, 1.1877, -2.2579]], "forces_ev_per_angstrom": [[2.19, 0.70, 0.22], [-0.20, -0.69, 0.21], [1.18, -0.21, 0.98], [0.97, -1.28, -1.46], [-2.50, -0.12, 1.42], [-0.83, -0.48, -1.31], [-0.87, 0.40, 0.92], [1.36, 0.43, -1.08], [-1.45, 1.16, -0.08], [0.13, -1.12, 0.09], [-0.17, 1.02, -0.63], [0.08, -0.05, 0.27], [0.36, -0.57, -0.06], [-0.63, 0.23, 0.44], [-0.20, 0.04, -0.42], [0.35, 0.54, 0.43], [-1.68, -4.40, -3.19], [2.26, 5.16, 0.65], [0.01, 1.45, 2.91], [-0.01, -0.73, 0.70], [-1.73, -0.26, -0.02], [1.55, -0.40, -0.58], [0.04, -0.13, -0.32], [0.04, -0.07, 0.06], [-0.17, -0.02, -0.66], [-0.25, -0.24, -0.08], [-0.35, -0.14, 0.63], [0.20, -0.16, -0.27], [-0.60, -0.26, -0.15], [0.30, -0.32, -0.96], [-0.29, -0.76, 1.62], [0.04, 0.81, -0.49], [-1.07, -1.17, 0.36], [1.09, 0.38, -1.31], [-0.13, -0.07, -0.05], [0.03, 0.04, 0.39], [0.24, 0.12, 0.07], [0.15, 0.10, -0.30], [0.29, 0.19, 0.55], [0.27, 0.90, 0.47]]}

=====

# 3
{"formula": "C5H11NO", "method": "wB97M-V/def2-TZVPD", "relative_energy_kcal_mol": 3.5, "smiles": "CNC(=O)C(C)C", "e_homo_ev": -9.6, "e_tot_ev": -8901.5470, "species": ["C", "N", "C", "O", "C", "C", "C", "H", "H", "H", "H", "H", "H", "H", "H", "H", "H", "H"], "coordinates": [[2.8084, 0.5304, -0.1668], [1.4743, 0.1486, -0.5900], [0.4712, 0.0015, 0.3106], [0.6739, 0.0254, 1.5144], [-0.9300, -0.1059, -0.2809], [-1.5102, -1.5012, -0.0523], [-1.7965, 0.9408, 0.4229], [3.2244, 1.2958, -0.8307], [3.4845, -0.3259, -0.1157], [2.7229, 0.9565, 0.8358], [1.3081, -0.1188, -1.5547], [-0.8905, 0.1119, -1.3598], [-1.4688, -1.7462, 1.0137], [-0.9714, -2.2757, -0.6083], [-2.5589, -1.5261, -0.3650], [-2.8364, 0.8592, 0.0927], [-1.7581, 0.7686, 1.5025], [-1.4469, 1.9610, 0.2315]], "forces_ev_per_angstrom": [[0.07, -0.01, 0.12], [0.22, 0.04, -0.46], [-0.03, 0.01, 0.11], [-0.18, 0.04, -0.19], [-0.10, -0.04, 0.06], [-0.04, -0.12, 0.03], [-0.10, 0.07, 0.04], [-0.10, -0.22, 0.01], [0.03, 0.06, -0.02], [0.02, -0.13, -0.17], [0.02, 0.34, 0.40], [0.01, -0.07, 0.25], [0.01, 0.02, -0.13], [-0.03, 0.11, 0.09], [0.13, -0.02, 0.01], [0.11, 0.04, 0.00], [-0.02, 0.03, -0.15], [-0.03, -0.15, 0.00]]}

=====

# 4
{"formula": "C3H2O", "method": "wB97M-V/def2-TZVPD", "relative_energy_kcal_mol": 96.3, "e_homo_ev": -9.9, "e_tot_ev": -5184.0170, "species": ["C", "C", "C", "O", "H", "H"], "coordinates": [[1.1748, -1.4523, -0.3207], [1.7528, -1.2998, -1.4348], [0.2157, -0.2684, -0.1158], [0.5193, -1.5998, 0.8062], [0.6943, 0.4507, 0.4961], [-0.6140, -0.1729, -0.6784]], "forces_ev_per_angstrom": [[-0.93, 0.32, 0.84], [0.66, 0.30, -1.22], [4.59, -3.00, 2.80], [-1.32, 1.40, -1.09], [-0.10, 1.09, -0.03], [-2.90, -0.12, -1.30]]}

=====

# 5
{"formula": "C6H9ClN2OS", "method": "wB97M-V/def2-TZVPD", "relative_energy_kcal_mol": 3.3, "smiles": "CCC(=O)/N=C(Cl)/C=N\\CS", "e_homo_ev": -9.4, "e_tot_ev": -34750.9177, "species": ["C", "C", "C", "O", "N", "C", "Cl", "C", "N", "C", "S", "H", "H", "H", "H", "H", "H", "H", "H", "H"], "coordinates": [[2.9901, 0.4648, -0.7599], [1.6141, 0.5398, -0.1833], [0.9174, -0.8944, -0.3831], [1.6017, -1.8396, -0.4084], [-0.4503, -1.0350, -0.2751], [-1.3034, -1.1038, -1.2168], [-0.8964, -0.8891, -2.9263], [-2.6111, -1.7353, -1.0285], [-3.7178, -1.1941, -1.2301], [-3.8116, 0.1836, -1.6086], [-2.5119, 1.4752, -0.9401], [3.7113, 1.1979, -0.4387], [3.5372, -0.4274, -0.4433], [2.9825, 0.4231, -1.8570], [1.0507, 1.2372, -0.7063], [1.5807, 0.7817, 0.8207], [-2.5470, -2.7103, -0.5849], [-3.8984, 0.2164, -2.7331], [-4.7476, 0.6305, -1.0538], [-2.6088, 2.1746, -2.2507]], "forces_ev_per_angstrom": [[1.44, -0.92, -0.36], [-0.49, -2.74, -1.85], [0.49, 3.99, 1.04], [1.60, -3.10, -0.51], [-2.38, -0.21, -1.46], [3.01, -0.17, 1.12], [0.07, 0.03, 0.20], [-0.29, 0.54, 0.59], [-0.45, 0.33, 0.21], [-1.73, 1.57, 0.81], [-0.94, 0.51, -3.39], [-0.29, 1.03, 0.05], [-0.50, -0.33, -0.04], [-0.07, 0.16, 0.26], [-1.26, 1.49, -0.87], [-0.04, 0.36, 2.22], [-0.12, -0.67, -0.16], [0.04, 0.37, 1.26], [1.54, -1.17, -1.65], [0.38, -1.08, 2.54]]}

=====

# 6
{"formula": "C4H5NO", "method": "wB97M-V/def2-TZVPD", "relative_energy_kcal_mol": 71.5, "e_homo_ev": [-6.4, -8.6], "e_tot_ev": -7758.7936, "spin_multiplicity": 3, "species": ["C", "C", "C", "C", "N", "O", "H", "H", "H", "H", "H"], "coordinates": [[0.1379, 0.0552, 0.9699], [-0.9665, 0.8548, 1.4873], [0.1323, -0.2866, -0.2626], [0.9019, -0.8581, -1.3217], [-1.6134, 0.8256, -0.6336], [-1.8542, 1.1606, 0.5487], [1.0488, -0.1949, 1.5175], [-1.1055, 1.2485, 2.4935], [1.7814, -0.1363, -1.5375], [1.2021, -1.8354, -1.1008], [0.3352, -0.8334, -2.1607]], "forces_ev_per_angstrom": [[0.09, 1.08, 3.18], [3.60, -1.53, 1.64], [-3.68, 1.75, -2.00], [2.52, 2.64, 0.99], [3.23, -2.87, -4.38], [-3.30, 2.03, 2.74], [-0.55, 0.13, 0.64], [-0.04, -0.11, -0.53], [-0.96, -1.39, 0.30], [0.76, -1.48, 0.22], [-1.68, -0.25, -2.80]]}

=====

For the records above, the corresponding molar mass values read 318.135 356.818 101.149 54.048 192.671 83.090 g/mol.